1.
{"formula": "C4H10NO", "method": "ωB97M-V/def2-TZVPD", "e_lumo_ev": 4.4, "de_lowest_kj_mol": 53.4, "smiles": "CNCCC[O-]", "orbital_gap_ev": 6.850, "fmax_ev_per_a": 1.6, "energy_ev": -7846.9827, "total_charge": -1, "elements": ["C", "N", "C", "C", "C", "O", "H", "H", "H", "H", "H", "H", "H", "H", "H", "H"], "coordinates": [[0.91, 1.54, -1.44], [0.80, 0.46, -0.48], [-0.39, -0.35, -0.68], [-0.53, -1.32, 0.48], [-0.38, -0.61, 1.87], [-0.57, 0.72, 1.84], [1.52, 1.24, -2.31], [-0.05, 1.83, -1.88], [1.38, 2.41, -0.98], [0.61, 0.88, 0.44], [-1.32, 0.19, -0.85], [-0.22, -0.97, -1.58], [0.17, -2.16, 0.41], [-1.54, -1.77, 0.44], [0.65, -0.90, 2.19], [-1.04, -1.19, 2.54]], "nbo_charge": [-0.40, -0.67, -0.21, -0.43, -0.01, -0.96, 0.15, 0.15, 0.18, 0.42, 0.16, 0.15, 0.17, 0.17, 0.06, 0.08]}

=====

2.
{"formula": "C4H10NO", "method": "ωB97M-V/def2-TZVPD", "e_lumo_ev": [-6.2, -6.2], "de_lowest_kj_mol": 409.0, "smiles": "C[N+](C)=CCO", "orbital_gap_ev": [8.447, 8.422], "fmax_ev_per_a": 10.5, "energy_ev": -7837.0776, "total_charge": 1, "elements": ["C", "N", "C", "C", "C", "O", "H", "H", "H", "H", "H", "H", "H", "H", "H", "H"], "coordinates": [[2.01, 0.66, -0.28], [0.75, 0.05, -0.08], [0.55, -1.33, 0.05], [-0.51, 1.05, 0.11], [-1.84, 0.48, 0.31], [-2.25, -0.62, -0.42], [1.89, 1.72, -0.55], [2.56, -0.10, -0.77], [2.62, 0.69, 0.66], [0.86, -1.98, -0.77], [-0.46, -1.68, 0.20], [1.29, -1.77, 0.75], [-0.33, 2.07, 0.07], [-1.67, -0.03, 1.40], [-2.71, 1.15, 0.47], [-2.78, -0.35, -1.15]], "nbo_charge": [-0.44, -0.23, -0.49, 0.30, -0.21, -0.68, 0.25, 0.25, 0.24, 0.26, 0.27, 0.25, 0.22, 0.26, 0.25, 0.50]}

=====

3.
{"formula": "C4H10NO", "method": "ωB97M-V/def2-TZVPD", "e_lumo_ev": -4.6, "de_lowest_kj_mol": 234.1, "smiles": "COC=[N+](C)C", "orbital_gap_ev": 10.776, "fmax_ev_per_a": 6.5, "energy_ev": -7838.8909, "total_charge": 1, "elements": ["C", "O", "C", "N", "C", "C", "H", "H", "H", "H", "H", "H", "H", "H", "H", "H"], "coordinates": [[0.69, 2.82, -0.12], [0.71, 1.50, 0.36], [-0.08, 0.42, -0.39], [-0.13, -0.84, -0.04], [-1.11, -1.81, -0.67], [0.54, -1.49, 1.08], [-0.29, 3.34, 0.06], [0.95, 2.85, -1.15], [1.42, 3.41, 0.34], [-0.76, 0.66, -1.21], [-0.87, -1.75, -1.71], [-2.08, -1.42, -0.50], [-0.85, -2.81, -0.21], [-0.28, -1.57, 1.88], [1.25, -0.81, 1.44], [0.87, -2.48, 0.84]], "nbo_charge": [-0.26, -0.47, 0.53, -0.28, -0.40, -0.42, 0.20, 0.19, 0.23, 0.22, 0.23, 0.24, 0.25, 0.24, 0.25, 0.24]}

=====

4.
{"formula": "C4H10NO", "method": "ωB97M-V/def2-TZVPD", "e_lumo_ev": -4.0, "de_lowest_kj_mol": 169.5, "smiles": "CC[C@@H]([NH3+])C=O", "orbital_gap_ev": 11.256, "fmax_ev_per_a": 5.5, "energy_ev": -7839.5599, "total_charge": 1, "elements": ["C", "C", "C", "N", "C", "O", "H", "H", "H", "H", "H", "H", "H", "H", "H", "H"], "coordinates": [[-0.22, -2.01, 0.81], [0.53, -0.77, 0.11], [0.00, 0.67, 0.20], [0.88, 1.65, -0.41], [-1.43, 0.84, -0.62], [-1.40, 1.36, -1.76], [-0.41, -1.84, 1.91], [0.50, -2.83, 0.68], [-1.21, -2.31, 0.37], [0.52, -1.00, -1.07], [1.46, -0.69, 0.58], [-0.24, 1.04, 1.30], [1.04, 2.54, 0.06], [1.84, 1.21, -0.53], [0.47, 1.70, -1.37], [-2.33, 0.46, -0.26]], "nbo_charge": [-0.61, -0.42, -0.15, -0.70, 0.43, -0.50, 0.23, 0.25, 0.23, 0.23, 0.22, 0.24, 0.46, 0.45, 0.47, 0.18]}

=====

5.
{"formula": "C4H10NO", "method": "ωB97M-V/def2-TZVPD", "e_lumo_ev": -8.5, "de_lowest_kj_mol": 410.5, "orbital_gap_ev": 3.510, "fmax_ev_per_a": 1.3, "energy_ev": -7837.0622, "total_charge": 1, "elements": ["O", "C", "C", "C", "C", "N", "H", "H", "H", "H", "H", "H", "H", "H", "H", "H"], "coordinates": [[1.08, 0.28, 0.08], [0.06, 0.44, -0.53], [-1.00, -0.57, -0.32], [-2.36, -0.19, -0.36], [-2.92, 0.39, 1.00], [4.29, -0.16, -0.14], [-0.12, 1.36, -1.11], [-0.77, -1.60, -0.04], [-2.48, 0.60, -1.11], [-2.96, -1.07, -0.60], [-3.93, 0.74, 0.84], [-2.25, 1.14, 1.38], [-2.91, -0.40, 1.73], [3.30, -0.23, 0.00], [4.78, 0.10, 0.70], [4.69, -0.96, -0.60]], "nbo_charge": [-0.32, 0.29, 0.35, -0.57, -0.52, -1.09, 0.19, 0.25, 0.28, 0.30, 0.27, 0.23, 0.24, 0.35, 0.37, 0.37]}

=====

6.
{"formula": "C4H10NO", "method": "ωB97M-V/def2-TZVPD", "e_lumo_ev": [-4.0, -4.1], "de_lowest_kj_mol": 365.0, "orbital_gap_ev": [9.151, 8.841], "fmax_ev_per_a": 1.3, "energy_ev": -7837.5337, "total_charge": 1, "elements": ["C", "C", "C", "C", "N", "O", "H", "H", "H", "H", "H", "H", "H", "H", "H", "H"], "coordinates": [[-1.41, 1.55, -0.15], [-1.31, 0.06, -0.01], [0.97, 0.64, 0.45], [0.46, -1.74, -0.07], [0.10, -0.32, -0.30], [2.10, 0.90, -0.23], [-1.19, 2.01, -1.09], [-1.89, 2.13, 0.62], [-1.55, -0.25, 1.01], [-1.98, -0.47, -0.70], [0.96, 0.54, 1.52], [0.32, -1.98, 0.98], [-0.16, -2.39, -0.68], [1.50, -1.90, -0.34], [0.29, -0.10, -1.29], [2.79, 1.31, 0.30]], "nbo_charge": [-0.30, -0.29, 0.29, -0.43, -0.39, -0.66, 0.20, 0.22, 0.23, 0.24, 0.19, 0.23, 0.24, 0.25, 0.44, 0.53]}

=====

7.
{"formula": "C4H10NO", "method": "ωB97M-V/def2-TZVPD", "e_lumo_ev": -3.7, "de_lowest_kj_mol": 98.6, "smiles": "C[NH2+][C@H](C)C=O", "orbital_gap_ev": 11.087, "fmax_ev_per_a": 2.5, "energy_ev": -7840.2948, "total_charge": 1, "elements": ["C", "N", "C", "C", "C", "O", "H", "H", "H", "H", "H", "H", "H", "H", "H", "H"], "coordinates": [[0.79, -1.54, 1.04], [0.34, -0.11, 0.91], [0.04, 0.30, -0.48], [-0.24, 1.77, -0.62], [-1.15, -0.50, -1.05], [-1.62, -1.48, -0.57], [0.37, -2.15, 0.27], [0.60, -1.92, 2.04], [1.87, -1.53, 0.84], [1.02, 0.50, 1.35], [-0.52, -0.04, 1.47], [0.89, 0.02, -1.12], [0.65, 2.38, -0.85], [-0.62, 2.28, 0.26], [-0.85, 2.12, -1.47], [-1.56, -0.10, -2.00]], "nbo_charge": [-0.42, -0.49, -0.17, -0.67, 0.43, -0.48, 0.26, 0.25, 0.23, 0.45, 0.44, 0.25, 0.25, 0.24, 0.27, 0.16]}

=====

8.
{"formula": "C4H10NO", "method": "ωB97M-V/def2-TZVPD", "e_lumo_ev": -3.2, "de_lowest_kj_mol": 332.3, "smiles": "CO[C@@]1(C)C[NH2+]1", "orbital_gap_ev": 11.797, "fmax_ev_per_a": 4.4, "energy_ev": -7837.8729, "total_charge": 1, "elements": ["C", "O", "C", "C", "C", "N", "H", "H", "H", "H", "H", "H", "H", "H", "H", "H"], "coordinates": [[-1.78, 0.17, 1.23], [-0.87, -0.75, 0.69], [0.29, -0.28, 0.05], [1.11, 1.30, 0.34], [1.05, -1.30, -0.70], [0.00, -0.65, -1.45], [-1.30, 0.85, 1.90], [-2.34, -0.44, 1.82], [-2.48, 0.69, 0.49], [0.32, 1.79, 0.94], [1.25, 1.86, -0.61], [2.12, 1.02, 0.56], [2.04, -0.90, -0.88], [1.13, -2.30, -0.50], [0.28, 0.10, -2.06], [-0.82, -1.17, -1.81]], "nbo_charge": [-0.26, -0.50, 0.46, -0.60, -0.26, -0.58, 0.19, 0.22, 0.19, 0.26, 0.23, 0.25, 0.24, 0.27, 0.43, 0.46]}

=====

9.
{"formula": "C4H10NO", "method": "ωB97M-V/def2-TZVPD", "e_lumo_ev": -4.3, "de_lowest_kj_mol": 268.5, "smiles": "CC[NH2+]CC=O", "orbital_gap_ev": 10.553, "fmax_ev_per_a": 4.4, "energy_ev": -7838.5340, "total_charge": 1, "elements": ["C", "C", "N", "C", "C", "O", "H", "H", "H", "H", "H", "H", "H", "H", "H", "H"], "coordinates": [[-1.27, 1.93, 0.24], [0.11, 1.25, 0.08], [0.19, -0.21, 0.49], [0.22, -1.24, -0.70], [1.05, -2.51, -0.25], [1.00, -2.64, 0.95], [-1.15, 3.05, -0.14], [-1.50, 1.98, 1.29], [-2.03, 1.11, -0.26], [0.15, 1.29, -1.06], [0.93, 1.79, 0.64], [1.02, -0.45, 1.10], [-0.72, -0.34, 1.07], [0.87, -0.90, -1.52], [-0.83, -1.48, -1.05], [1.95, -2.64, -0.90]], "nbo_charge": [-0.63, -0.25, -0.54, -0.32, 0.42, -0.48, 0.28, 0.22, 0.22, 0.23, 0.24, 0.47, 0.46, 0.24, 0.26, 0.17]}

=====

10.
{"formula": "C4H10NO", "method": "ωB97M-V/def2-TZVPD", "e_lumo_ev": -4.0, "de_lowest_kj_mol": 186.2, "smiles": "[NH3+]CCCC=O", "orbital_gap_ev": 9.020, "fmax_ev_per_a": 4.8, "energy_ev": -7839.3867, "total_charge": 1, "elements": ["N", "C", "C", "C", "C", "O", "H", "H", "H", "H", "H", "H", "H", "H", "H", "H"], "coordinates": [[-2.18, 0.14, 0.74], [-0.98, 0.74, 0.17], [0.24, -0.17, 0.20], [1.43, 0.29, -0.46], [2.29, -1.03, -0.72], [2.14, -1.54, -1.80], [-2.30, -0.30, 1.62], [-2.86, 0.92, 0.61], [-2.60, -0.55, 0.08], [-1.22, 1.01, -0.87], [-0.83, 1.61, 0.86], [-0.12, -1.05, -0.38], [0.63, -0.28, 1.23], [2.10, 0.98, 0.04], [1.25, 0.71, -1.41], [3.01, -1.49, 0.09]], "nbo_charge": [-0.67, -0.22, -0.44, -0.50, 0.43, -0.49, 0.45, 0.45, 0.44, 0.24, 0.23, 0.22, 0.24, 0.23, 0.23, 0.15]}